C36H85BN3NaO6 | ωB97M-V with the def2-TZVPD basis set

The geometry in ORCA input format:
```
! RIJCOSX wB97M-V def2-TZVPD def2/J DEFGRID3
* xyz 0 1
Na -1.704 -0.176 0.332
B -0.012 0.062 -0.371
H 0.666 0.460 -1.110
H 0.482 -0.558 0.361
H -0.513 0.865 0.147
H -0.758 -0.541 -0.865
C -2.421 1.453 -3.076
C -1.980 0.813 -1.719
N -2.846 0.875 -0.538
C -4.196 0.389 -0.857
C -4.267 -1.077 -1.355
C -2.866 2.300 -0.144
C -3.678 2.509 1.148
H -1.657 1.362 -3.848
H -2.600 2.526 -3.006
H -3.321 1.020 -3.514
H -1.798 -0.240 -1.933
H -0.966 1.129 -1.473
H -4.798 0.518 0.042
H -4.693 1.015 -1.599
H -3.803 -1.791 -0.675
H -5.275 -1.412 -1.601
H -3.787 -1.216 -2.324
H -3.294 2.944 -0.912
H -1.814 2.559 -0.035
H -4.747 2.461 0.940
H -3.448 3.542 1.411
H -3.344 1.794 1.899
C -4.377 -0.946 1.759
C -3.041 -1.479 2.295
N -1.916 -0.543 2.056
C -0.640 -1.178 2.440
C -0.275 -2.368 1.551
C -2.169 0.638 2.926
C -1.151 1.782 2.672
H -4.902 -0.567 2.636
H -5.087 -1.691 1.402
H -4.195 -0.227 0.959
H -3.085 -1.875 3.310
H -2.859 -2.386 1.719
H 0.114 -0.417 2.242
H -0.487 -1.442 3.486
H -0.862 -3.272 1.711
H -0.357 -2.083 0.502
H 0.769 -2.619 1.741
H -2.083 0.283 3.953
H -3.168 1.072 2.885
H -1.153 1.962 1.597
H -0.125 1.559 2.965
H -1.320 2.722 3.198
C 5.406 -3.252 -1.211
C 4.599 -3.654 0.021
N 3.559 -2.704 0.404
C 2.406 -2.691 -0.494
C 1.143 -2.094 0.122
C 3.961 -1.336 0.816
C 5.015 -1.482 1.942
H 4.794 -3.309 -2.111
H 6.251 -3.931 -1.326
H 5.854 -2.268 -1.073
H 4.148 -4.597 -0.289
H 5.258 -3.857 0.865
H 2.644 -2.071 -1.358
H 2.175 -3.711 -0.804
H 1.096 -2.205 1.205
H 1.094 -1.037 -0.139
H 0.300 -2.631 -0.312
H 3.064 -0.796 1.120
H 4.360 -0.775 -0.029
H 6.021 -1.573 1.532
H 4.850 -2.364 2.562
H 5.078 -0.544 2.493
C 2.638 0.476 -1.355
C 2.957 1.496 -0.287
O 4.114 1.807 0.047
C 1.821 2.134 0.393
H 2.163 -0.373 -0.864
H 3.551 0.123 -1.834
H 1.945 0.792 -2.134
H 0.832 1.685 0.295
H 1.701 3.124 -0.045
H 2.134 2.253 1.430
C 1.398 -1.317 3.783
C 2.392 -0.297 3.180
O 3.379 -0.027 3.824
C 2.119 0.162 1.726
H 0.401 -0.884 3.864
H 1.712 -1.666 4.766
H 1.420 -2.199 3.143
H 1.745 -0.688 1.156
H 3.071 0.531 1.345
H 1.340 0.925 1.721
C 1.205 4.479 -1.784
C 1.183 3.091 -2.394
O 2.040 2.699 -3.205
C 0.016 2.196 -1.960
H 1.818 4.434 -0.884
H 0.224 4.850 -1.485
H 1.576 5.235 -2.475
H -0.057 1.416 -2.718
H -0.943 2.712 -1.902
H 0.136 1.734 -0.980
C 0.059 0.161 -3.590
C 0.437 -1.233 -3.355
O -0.087 -2.151 -3.959
C 1.575 -1.467 -2.345
H -0.506 0.568 -2.751
H -0.582 0.117 -4.471
H 0.870 0.841 -3.850
H 1.646 -2.538 -2.153
H 1.369 -0.877 -1.451
H 2.485 -1.097 -2.817
C 0.032 3.033 1.143
C -0.957 3.957 0.459
O -1.117 3.870 -0.744
C -1.641 4.926 1.357
H 0.966 3.566 1.317
H 0.347 2.191 0.526
H -0.366 2.700 2.102
H -1.820 4.550 2.365
H -2.519 5.355 0.876
H -0.956 5.773 1.397
C -2.674 -3.882 -1.276
C -1.881 -2.631 -1.063
O -2.275 -1.794 -0.249
C -0.522 -2.510 -1.705
H -2.925 -4.136 -2.306
H -3.620 -3.782 -0.745
H -2.019 -4.659 -0.881
H -0.505 -2.758 -2.767
H 0.137 -3.167 -1.137
H -0.249 -1.466 -1.554
*
```

**Orbital gap**: 7.08 eV
**E_tot**: -60499.4908 eV
**LUMO level**: -0.04 eV

***

C36H88CdN5O11 | ωB97M-V with the def2-TZVPD basis set

The geometry in ORCA input format:
```
! RIJCOSX wB97M-V def2-TZVPD def2/J DEFGRID3
* xyz 1 1
Cd 14.625 12.098 18.172
O 14.158 10.723 20.812
H 13.750 9.745 21.040
H 15.447 9.839 19.518
H 13.470 11.149 20.391
O 12.739 12.069 19.147
H 11.972 11.609 18.896
O 15.948 10.274 18.808
H 16.484 9.610 18.459
C 10.241 13.397 23.258
C 9.827 12.872 21.857
C 8.333 12.849 21.576
C 7.717 14.250 21.377
C 8.426 14.762 20.102
C 9.995 14.964 20.431
N 10.522 13.646 20.847
O 11.859 13.855 21.224
C 10.585 15.359 19.068
C 10.338 16.083 21.487
C 10.360 11.459 21.715
H 9.799 14.359 23.513
H 11.334 13.521 23.293
H 9.918 12.771 24.087
H 8.147 12.199 20.754
H 7.904 12.264 22.380
H 7.825 14.799 22.315
H 6.622 14.205 21.238
H 8.001 15.703 19.820
H 8.254 13.954 19.342
H 10.581 14.582 18.290
H 10.056 16.216 18.634
H 11.634 15.615 19.033
H 9.763 16.046 22.384
H 11.367 15.927 21.730
H 10.145 17.134 21.179
H 10.077 11.034 20.727
H 9.858 10.802 22.437
H 11.420 11.271 21.937
H 12.264 13.278 20.557
C 18.315 14.214 20.875
C 16.840 13.953 21.460
C 16.600 14.808 22.722
C 16.438 16.278 22.316
C 15.280 16.456 21.326
C 15.495 15.655 20.026
N 15.783 14.265 20.497
O 16.057 13.466 19.310
C 14.163 15.476 19.215
C 16.553 16.255 19.068
C 16.668 12.437 21.867
H 18.922 13.411 21.239
H 18.691 15.133 21.293
H 18.362 14.213 19.784
H 15.680 14.336 23.080
H 17.398 14.716 23.494
H 17.322 16.586 21.749
H 16.318 16.919 23.211
H 15.133 17.496 21.005
H 14.351 16.202 21.806
H 13.825 16.426 18.772
H 14.332 14.857 18.338
H 13.348 15.034 19.828
H 17.454 16.566 19.584
H 16.880 15.588 18.277
H 16.120 17.139 18.606
H 15.677 12.240 22.248
H 17.413 12.149 22.608
H 16.802 11.746 21.049
H 16.956 13.152 19.282
C 12.783 11.443 10.262
O 13.250 10.282 10.956
C 13.271 10.196 12.318
C 11.947 10.202 13.080
N 12.194 10.121 14.506
C 11.004 9.774 15.279
C 11.094 10.178 16.738
O 9.996 9.674 17.497
C 8.863 10.563 17.695
H 13.294 12.299 10.646
H 11.684 11.496 10.281
H 13.091 11.210 9.264
H 13.905 11.014 12.709
H 13.778 9.271 12.572
H 11.364 9.346 12.736
H 11.428 11.164 12.907
H 12.962 9.489 14.722
H 10.782 8.753 15.189
H 10.107 10.280 14.871
H 11.250 11.297 16.747
H 12.003 9.720 17.198
H 9.007 11.331 18.463
H 8.050 9.915 17.942
H 8.526 11.061 16.730
C 12.047 15.400 13.879
O 12.161 14.034 14.029
C 11.538 13.452 15.181
C 12.572 13.469 16.345
N 13.679 12.547 16.157
C 14.743 13.003 15.290
C 16.008 12.174 15.363
O 16.461 12.172 16.668
C 17.841 11.976 16.774
H 11.056 15.693 13.485
H 12.811 15.615 13.143
H 12.282 16.038 14.724
H 11.169 12.471 14.881
H 10.679 14.011 15.529
H 12.119 13.174 17.303
H 12.901 14.516 16.406
H 13.254 11.690 15.784
H 14.990 14.012 15.609
H 14.424 13.070 14.246
H 16.738 12.636 14.684
H 15.807 11.149 15.010
H 18.142 11.210 16.073
H 18.092 11.547 17.730
H 18.466 12.843 16.558
C 11.783 7.928 19.803
O 12.295 8.278 21.084
C 12.653 7.141 21.781
C 13.152 7.470 23.216
N 12.154 8.180 24.026
C 11.521 7.393 25.040
C 10.795 8.337 25.895
O 11.774 9.052 26.574
C 11.177 9.815 27.569
H 11.074 8.681 19.522
H 11.207 7.014 19.866
H 12.622 7.898 19.078
H 13.426 6.549 21.320
H 11.752 6.485 21.854
H 14.145 7.943 23.219
H 13.328 6.503 23.700
H 12.522 9.065 24.352
H 12.224 6.853 25.687
H 10.798 6.734 24.581
H 9.994 7.882 26.523
H 10.324 9.082 25.193
H 10.505 10.557 27.185
H 11.949 10.370 28.040
H 10.648 9.274 28.359
*
```

**Orbital gap**: 7.49 eV
**E_tot**: -73284.4634 eV
**LUMO level**: -2.37 eV